No. 1
Formula: C12H42BF4N3O7
Source: the Open Molecules 2025 dataset
Level of theory: wB97M-V/def2-TZVPD

Last columns: bonded neighbours and bond lengths (Å).
Positions of all 69 atoms, in Å:
1 O 3.1206 -2.7568 -0.2117  H2 1.013, H3 0.975, H4 0.974
2 H 2.9222 -2.0069 -0.8633  O1 1.013
3 H 2.9058 -3.6280 -0.5924  O1 0.975
4 H 2.6392 -2.5962 0.6192  O1 0.974
5 B 0.5057 -0.6392 -1.4487  F6 1.379, F7 1.401, F8 1.431, F9 1.401
6 F 0.3059 0.7216 -1.5472  B5 1.379
7 F 0.1637 -1.2921 -2.6406  B5 1.401
8 F 1.8701 -0.9599 -1.1591  B5 1.431
9 F -0.2947 -1.1406 -0.4134  B5 1.401
10 C 0.8653 3.0116 3.3782  C11 1.517, H16 1.092, H17 1.088, H18 1.089
11 C 0.2575 1.6285 3.5140  C10 1.517, C12 1.511, N15 1.482, H19 1.094
12 C -1.2168 1.6817 3.8401  C11 1.511, O13 1.412, H20 1.104, H21 1.104
13 O -1.3755 2.1090 5.1762  C12 1.412, C14 1.404
14 C -2.7161 2.3603 5.5087  O13 1.404, H22 1.091, H23 1.094, H24 1.099
15 N 0.4813 0.8475 2.2748  C11 1.482, H25 1.023, H26 1.021
16 H 0.0993 3.7085 3.0320  C10 1.092
17 H 1.6618 3.0488 2.6381  C10 1.088
18 H 1.2270 3.3193 4.3581  C10 1.089
19 H 0.7339 1.0914 4.3391  C11 1.094
20 H -1.6944 0.7049 3.6506  C12 1.104
21 H -1.7565 2.3746 3.1718  C12 1.104
22 H -2.8042 2.5367 6.5820  C14 1.091
23 H -3.3585 1.5145 5.2453  C14 1.094
24 H -3.0552 3.2988 5.0473  C14 1.099
25 H 0.3707 1.4623 1.4646  N15 1.023
26 H -0.3503 0.2751 2.1243  N15 1.021
27 C 1.6242 1.0454 -6.5383  C28 1.514, H33 1.093, H34 1.091, H35 1.090
28 C 1.0361 0.9614 -5.1453  C27 1.514, C29 1.519, N32 1.469, H36 1.104
29 C 0.7131 2.3289 -4.5675  C28 1.519, O30 1.409, H37 1.099, H38 1.101
30 O 1.8732 3.1276 -4.5735  C29 1.409, C31 1.399
31 C 1.5930 4.4956 -4.6613  O30 1.399, H39 1.095, H40 1.091, H41 1.100
32 N -0.1827 0.1428 -5.2057  C28 1.469, H42 1.018, H43 1.019
33 H 0.9909 1.6763 -7.1664  C27 1.093
34 H 1.6632 0.0417 -6.9636  C27 1.091
35 H 2.6234 1.4787 -6.5723  C27 1.090
36 H 1.7830 0.5634 -4.4366  C28 1.104
37 H 0.3191 2.2195 -3.5479  C29 1.099
38 H -0.0806 2.7981 -5.1685  C29 1.101
39 H 0.8832 4.7342 -5.4604  C31 1.095
40 H 2.4966 5.0686 -4.8758  C31 1.091
41 H 1.2189 4.8742 -3.6985  C31 1.100
42 H 0.1236 -0.8275 -5.2089  N32 1.018
43 H -0.6335 0.1757 -4.2921  N32 1.019
44 C 0.0955 -4.1456 3.7206  C45 1.538, H50 1.099, H51 1.090, H52 1.087
45 C -0.5167 -3.6828 2.3877  C44 1.538, C46 1.512, N49 1.475, H53 1.094
46 C -1.2582 -2.3667 2.4489  C45 1.512, O47 1.402, H54 1.103, H55 1.099
47 O -2.4960 -2.3344 3.1063  C46 1.402, C48 1.412
48 C -3.4826 -3.1945 2.5760  O47 1.412, H56 1.084, H57 1.095, H58 1.096
49 N 0.5194 -3.6353 1.3395  C45 1.475, H59 1.019, H60 1.017
50 H -0.2836 -3.4689 4.4988  C44 1.099
51 H 1.1797 -4.0373 3.7503  C44 1.090
52 H -0.2122 -5.1311 4.0593  C44 1.087
53 H -1.2068 -4.4910 2.1264  C45 1.094
54 H -1.3456 -1.8966 1.4548  C46 1.103
55 H -0.6273 -1.5919 2.9067  C46 1.099
56 H -4.4332 -2.8983 3.0038  C48 1.084
57 H -3.2570 -4.2276 2.8588  C48 1.095
58 H -3.4711 -3.1028 1.4842  C48 1.096
59 H 1.2031 -2.9473 1.6533  N49 1.019
60 H 0.1416 -3.2462 0.4797  N49 1.017
61 O -2.1537 1.0816 0.0283  H62 0.965, H63 0.961
62 H -1.6193 0.3827 -0.3688  O61 0.965
63 H -2.5864 1.5118 -0.7136  O61 0.961
64 O 1.0615 2.9587 -0.1758  H65 0.961, H66 0.964
65 H 0.6668 3.4571 -0.8962  O64 0.961
66 H 1.3500 2.1369 -0.5893  O64 0.964
67 O 1.2980 -3.7937 -3.1666  H68 0.960, H69 0.967
68 H 0.8950 -4.0172 -4.0090  O67 0.960
69 H 0.9862 -2.8998 -2.9696  O67 0.967

* max |F|: 1.6 eV Å⁻¹
* total energy: -43477.857 eV
* highest occupied orbital energy: -9.03 eV


No. 2
Formula: C6H8
Source: the Open Molecules 2025 dataset
Level of theory: wB97M-V/def2-TZVPD

Last columns: bonded neighbours and bond lengths (Å).
Positions of all 14 atoms, in Å:
1 C 3.3929 -0.4504 0.0306  C2 1.195, H7 1.059
2 C 2.2399 -0.1857 -0.1401  C1 1.195
3 C -1.5125 -1.3674 0.5345  C4 1.355, H8 1.075, H9 1.072
4 C -0.9445 -0.8611 -0.5872  C3 1.355, C6 1.397, H10 1.082
5 C -0.6265 1.5249 0.2714  C6 1.481, H11 1.087, H12 1.095, H13 1.086
6 C -0.5292 0.4621 -0.7561  C4 1.397, C5 1.481, H14 1.081
7 H 4.4217 -0.6263 0.2101  C1 1.059
8 H -1.8005 -2.4003 0.6090  C3 1.075
9 H -1.6825 -0.7632 1.4040  C3 1.072
10 H -0.7997 -1.5196 -1.4330  C4 1.082
11 H 0.1237 2.2926 0.0975  C5 1.087
12 H -1.6083 2.0072 0.2158  C5 1.095
13 H -0.5057 1.1277 1.2746  C5 1.086
14 H -0.1687 0.7595 -1.7310  C6 1.081

* max |F|: 2.7 eV Å⁻¹
* total energy: -6344.814 eV
* highest occupied orbital energy (spin up / spin down): -9.37 / -8.22 eV


No. 3
Formula: C9H14
Source: the Open Molecules 2025 dataset
Level of theory: wB97M-V/def2-TZVPD

Last columns: bonded neighbours and bond lengths (Å).
Positions of all 23 atoms, in Å:
1 C -1.9043 -1.1486 -1.7292  C2 1.502, H8 1.088, H9 1.097, H10 1.086
2 C -1.5227 -0.0262 -0.8065  C1 1.502, C3 1.394, C7 1.404
3 C -0.3360 0.7038 -0.8542  C2 1.394, C4 1.393, H11 1.089
4 C -0.0302 1.7549 0.0071  C3 1.393, C5 1.397, H12 1.079
5 C -0.8806 1.9829 1.0918  C4 1.397, C6 1.386, H13 1.079
6 C -2.0972 1.3195 1.1133  C5 1.386, C7 1.392, H14 1.086
7 C -2.3887 0.2572 0.2619  C2 1.404, C6 1.392, H15 1.085
8 H -2.9920 -1.1766 -1.7166  C1 1.088
9 H -1.4388 -2.0586 -1.3315  C1 1.097
10 H -1.6988 -1.1018 -2.7942  C1 1.086
11 H 0.4054 0.5035 -1.6265  C3 1.089
12 H 0.9577 2.1478 -0.1785  C4 1.079
13 H -0.6351 2.7017 1.8586  C5 1.079
14 H -2.8543 1.6382 1.8239  C6 1.086
15 H -3.3716 -0.1989 0.2108  C7 1.085
16 C 2.5222 -1.5709 0.1757  C17 1.555, H18 1.093, H19 1.091, H20 1.086
17 C 2.6517 -0.2524 0.9899  C16 1.555, H21 1.082, H22 1.091, H23 1.103
18 H 1.4905 -1.5420 -0.1828  C16 1.093
19 H 3.2023 -1.6552 -0.6729  C16 1.091
20 H 2.7124 -2.4341 0.8073  C16 1.086
21 H 1.6763 -0.0051 1.3865  C17 1.082
22 H 3.1102 0.5398 0.3960  C17 1.091
23 H 3.4214 -0.3789 1.7699  C17 1.103

* max |F|: 1.9 eV Å⁻¹
* total energy: -9559.515 eV
* highest occupied orbital energy: -9.03 eV
* structure (SMILES): Cc1ccccc1.CC


No. 4
Formula: C4H6N2O
Source: the Open Molecules 2025 dataset
Level of theory: wB97M-V/def2-TZVPD

Last columns: bonded neighbours and bond lengths (Å).
Positions of all 13 atoms, in Å:
1 C -1.7533 -0.1667 0.2532  C3 1.580, H8 1.092, H9 1.085, H10 1.100
2 C -0.6041 0.9813 -1.2188  C3 1.487, O7 1.341
3 C -0.7635 -0.4710 -0.9405  C1 1.580, C2 1.487, N4 1.459, H11 1.092
4 N 0.5103 -1.0161 -0.4848  C3 1.459, C5 1.267
5 C 1.2125 0.0244 -0.3115  N4 1.267, N6 1.356, O7 1.407
6 N 2.4889 0.1703 0.1211  C5 1.356, H12 1.008, H13 1.007
7 O 0.5897 1.2360 -0.6640  C2 1.341, C5 1.407
8 H -2.7647 0.0085 -0.1207  C1 1.092
9 H -1.7132 -1.0435 0.8915  C1 1.085
10 H -1.4738 0.7116 0.8542  C1 1.100
11 H -1.2718 -1.1191 -1.6575  C3 1.092
12 H 2.7437 1.0563 0.5283  N6 1.008
13 H 2.9249 -0.6539 0.5021  N6 1.007

* max |F|: 0.6 eV Å⁻¹
* total energy: -9270.412 eV
* highest occupied orbital energy: -8.95 eV


Question: total energy of number 3 (C9H14)?
Answer: -9559.515 eV


Question: Among the records above, which one has the highest max |F|?
Answer: C6H8


Question: max |F| of number 4 (C4H6N2O)?
Answer: 0.6 eV Å⁻¹